#A
DFT (ωB97M-V/def2-TZVPD) results for a molecular structure, C4H8NO2.

Net charge ... +1
2S+1 ... 3
Orbital gap (spin up / spin down) ... 7.6 / 6.7 eV
E_HOMO (spin up / spin down) ... -11.23 / -15.69 eV

Each line ends with the Löwdin charge.
CARTESIAN COORDINATES (ANGSTROEM)
C1 2.55041 -0.55232 1.66565  -0.37
C2 1.94660 0.38609 0.65714  0.06
C3 -0.54330 1.19021 -0.00592  0.00
C4 0.03086 -1.30834 -0.13131  -0.06
N1 0.11426 -0.02373 0.53767  -0.18
O1 3.10550 -1.48016 2.07161  0.36
O2 2.06193 0.64006 2.03131  0.17
H1 2.10349 1.15535 -0.07597  0.15
H2 -0.42479 2.09766 0.43268  0.06
H3 -0.08382 1.14695 -1.00609  0.11
H4 -1.69722 0.92854 -0.07282  0.16
H5 0.89970 -2.06563 0.00195  0.13
H6 -0.87100 -1.81915 0.27087  0.11
H7 -0.16444 -1.21539 -1.21985  0.11
H8 0.03370 -0.20744 1.60176  0.19

#B
DFT (ωB97M-V/def2-TZVPD) results for a gas-phase ion, C4H8NO2 (charge +1).

Net charge ... +1
2S+1 ... 3
Orbital gap (spin up / spin down) ... 7.2 / 8.0 eV
E_HOMO (spin up / spin down) ... -10.70 / -15.64 eV

Each line ends with the Löwdin charge.
CARTESIAN COORDINATES (ANGSTROEM)
C1 -1.91479 0.55963 0.08676  0.00
C2 -0.76658 1.23995 0.13808  -0.03
C3 1.20548 -0.15827 0.11619  -0.40
C4 2.66027 -0.01259 -0.10086  0.05
N1 -1.98896 -0.91438 -0.11843  0.17
O1 0.59108 1.00639 0.19178  0.10
O2 0.55236 -1.28198 0.17251  0.03
H1 -2.76996 1.08737 0.11009  0.10
H2 -0.75986 2.31328 0.34599  0.16
H3 3.03790 0.97544 -0.49533  0.14
H4 2.89785 -0.87964 -0.74053  0.12
H5 3.04789 -0.24404 0.84024  0.09
H6 -2.12878 -1.19524 -1.14665  0.21
H7 -2.73124 -1.20936 0.48697  0.15
H8 -0.93264 -1.28654 0.11319  0.12

Here is how they stack up, most stable first: #B, #A.

#A
DFT (ωB97M-V/def2-TZVPD) results for 6 unconnected molecules or ions with the total composition H14NO5.

Net charge ... +1
2S+1 ... 1
Orbital gap ... 10.7 eV
E_HOMO ... -14.07 eV

Each line ends with the Löwdin charge.
CARTESIAN COORDINATES (ANGSTROEM)
N1 -1.41604 1.81359 0.00356  0.23
H1 -1.18250 2.80325 0.06271  0.12
H2 -0.70587 1.29209 0.66220  0.18
H3 -2.41539 1.50532 0.07353  0.17
H4 -0.98379 1.41680 -0.87563  0.03
H5 0.90519 -2.96144 1.49873  0.08
H6 1.86664 -3.89504 0.90208  -0.01
O1 1.90465 -3.20578 1.51623  -0.07
H7 0.55964 1.19629 -2.25634  0.06
H8 0.00107 -0.12236 -1.82744  0.06
O2 -0.26827 0.76815 -2.02948  -0.01
H9 -2.98350 -2.97768 -0.40036  0.10
H10 -1.74959 -3.05258 -1.16839  -0.01
O3 -1.97036 -2.84308 -0.28607  -0.09
H11 3.15256 0.63406 -1.82192  0.01
H12 2.59946 -0.53289 -0.95923  0.11
O4 2.36433 0.29578 -1.50174  -0.04
H13 -1.08635 3.60169 3.04920  0.08
H14 0.31419 3.19569 2.57255  0.01
O5 -0.57778 3.13514 2.35899  -0.03

#B
DFT (ωB97M-V/def2-TZVPD) results for 6 unconnected molecules or ions with the total composition H14NO5.

Net charge ... +1
2S+1 ... 1
Orbital gap ... 12.0 eV
E_HOMO ... -14.69 eV

Each line ends with the Löwdin charge.
CARTESIAN COORDINATES (ANGSTROEM)
N1 0.37084 -0.37107 0.01070  0.27
H1 0.38530 -0.13476 1.02097  0.11
H2 0.31362 -1.38086 -0.22340  0.08
H3 1.28148 -0.04694 -0.39471  0.09
H4 -0.36763 0.20123 -0.40439  0.09
H5 -3.94650 1.20632 1.43171  0.07
H6 -3.64488 -0.19483 0.93091  0.07
O1 -3.50872 0.73384 0.71681  -0.04
H7 2.43446 1.16212 2.43776  0.06
H8 1.16225 1.94101 2.81249  0.08
O2 1.48049 1.19880 2.23737  -0.07
H9 -0.19746 -3.19102 -1.19601  0.08
H10 1.18198 -3.83093 -0.85183  0.09
O3 0.63991 -3.02484 -0.72075  -0.06
H11 -1.92882 1.53619 -2.12010  0.09
H12 -2.48481 0.94176 -0.71386  -0.02
O4 -1.96194 0.75029 -1.50505  -0.09
H13 3.64759 0.12303 -0.70781  0.07
H14 3.24571 1.37635 -1.36936  0.05
O5 2.89048 0.70302 -0.81928  -0.02

#C
DFT (ωB97M-V/def2-TZVPD) results for 6 unconnected molecules or ions with the total composition H14NO5.

Net charge ... +1
2S+1 ... 1
Orbital gap ... 12.0 eV
E_HOMO ... -14.76 eV

Each line ends with the Löwdin charge.
CARTESIAN COORDINATES (ANGSTROEM)
N1 0.89348 0.37203 0.83626  0.22
H1 1.39893 1.19621 0.54652  0.08
H2 1.46391 -0.48813 0.61784  0.10
H3 0.34181 0.52127 1.75703  0.09
H4 0.18235 0.30003 0.01759  0.12
H5 -3.54887 -0.85340 -0.98222  0.07
H6 -3.32716 -2.13898 -1.88741  0.08
O1 -2.89441 -1.55194 -1.21308  -0.08
H7 0.93183 2.32602 -1.98941  0.08
H8 1.56812 3.21078 -0.95703  0.01
O2 1.39294 2.33183 -1.11378  -0.03
H9 0.93109 -2.86091 -0.40626  0.03
H10 2.23736 -2.42204 0.37045  0.13
O3 1.38136 -2.10991 -0.10909  -0.06
H11 -1.16281 -0.64447 -1.75502  0.00
H12 -0.73757 0.33564 -2.85102  0.10
O4 -0.52710 0.06878 -1.90230  -0.09
H13 -0.65953 1.44262 3.60739  0.08
H14 0.18454 0.20827 4.10528  0.11
O5 -0.05026 0.75632 3.30826  -0.05

#D
DFT (ωB97M-V/def2-TZVPD) results for 6 unconnected molecules or ions with the total composition H14NO5.

Net charge ... +1
2S+1 ... 1
Orbital gap ... 10.2 eV
E_HOMO ... -13.38 eV

Each line ends with the Löwdin charge.
CARTESIAN COORDINATES (ANGSTROEM)
N1 -1.23455 -1.00016 -0.62406  0.29
H1 -1.53886 -1.52375 -1.46703  0.10
H2 -0.24817 -0.77787 -0.80246  0.12
H3 -1.72315 -0.12506 -0.39954  0.12
H4 -1.14236 -1.75967 0.05390  0.15
H5 1.31176 2.86824 -0.17421  0.04
H6 0.27169 3.91680 -0.09209  0.04
O1 0.42427 3.01359 0.14857  -0.03
H7 -1.41931 -1.16522 -3.96811  0.06
H8 -1.58225 -2.70732 -3.74702  0.07
O2 -1.50180 -1.85665 -3.30867  -0.04
H9 -1.70475 0.17453 2.27740  0.04
H10 -1.57223 1.62531 1.81866  0.06
O3 -1.94970 0.76471 1.57639  -0.04
H11 0.68033 1.34131 -2.96954  0.06
H12 -0.04520 1.65309 -1.59674  0.02
O4 0.46911 1.00371 -2.09314  -0.06
H13 4.12905 -2.45083 5.56935  0.02
H14 4.50921 -1.40141 4.54590  0.04
O5 3.86691 -1.59335 5.25244  -0.06

Here is how they stack up, most stable first: #B, #C, #D, #A.

#A
DFT (ωB97M-V/def2-TZVPD) results for a single C7H9NO2 molecule.

2S+1 ... 1
Orbital gap ... 10.4 eV
SMILES ... C=C(C)COc1ccon1
E_HOMO ... -9.48 eV

Each line ends with the Löwdin charge.
CARTESIAN COORDINATES (ANGSTROEM)
C1 -0.33510 -0.23165 2.60600  0.05
C2 0.42623 0.12433 1.58683  -0.34
C3 0.67860 1.60270 1.15389  -0.02
C4 1.08728 -0.88233 0.70609  -0.19
O1 1.11405 -0.59958 -0.67155  -0.02
C5 -0.05828 -0.50473 -1.29516  -0.41
C6 -0.18117 -0.18712 -2.67596  0.02
C7 -1.53320 -0.27072 -2.86824  -0.11
O2 -2.12872 -0.46732 -1.68259  -0.05
N1 -1.19861 -0.76970 -0.69279  0.16
H1 -0.53644 -1.32141 2.67525  0.08
H2 -0.82028 0.50654 3.20943  0.06
H3 1.50765 2.04658 1.68892  0.08
H4 0.85022 1.59833 0.12987  0.04
H5 -0.26598 2.11725 1.25515  0.08
H6 0.57282 -1.92003 0.98216  0.16
H7 2.13150 -1.12797 0.89641  0.13
H8 0.76717 0.22243 -3.25772  0.16
H9 -2.07773 0.06440 -3.74598  0.13

#B
DFT (ωB97M-V/def2-TZVPD) results for a single C7H9NO2 molecule.

2S+1 ... 1
Orbital gap ... 10.3 eV
E_HOMO ... -9.60 eV

Each line ends with the Löwdin charge.
CARTESIAN COORDINATES (ANGSTROEM)
C1 -0.88964 -1.10513 2.16008  0.09
C2 -1.28784 -1.42811 -0.71940  -0.23
C3 1.15568 -1.37884 0.10272  -0.07
C4 1.14392 -1.46707 -1.36688  -0.07
C5 -1.37835 1.17531 1.09934  -0.18
C6 -0.16628 1.48171 0.24332  -0.19
C7 0.04391 -0.65744 -0.68597  -0.46
N1 -1.15569 -0.04089 1.75847  -0.06
O1 -1.43606 -2.50685 -0.26234  0.06
O2 -0.02154 0.68996 -0.89745  -0.05
H1 -2.21215 -0.90755 -1.07975  0.14
H2 0.61883 -2.17868 0.62430  0.08
H3 1.91560 -0.78783 0.58596  0.11
H4 1.91011 -0.82380 -1.93027  0.14
H5 0.80466 -2.35482 -2.01524  0.14
H6 -1.81748 1.98070 1.76904  0.15
H7 -2.28055 0.98420 0.37426  0.16
H8 -0.39371 2.34528 -0.25341  0.10
H9 0.75726 1.55673 0.85300  0.15

#C
DFT (ωB97M-V/def2-TZVPD) results for a single C7H9NO2 molecule.

2S+1 ... 1
Orbital gap ... 8.7 eV
SMILES ... CCc1[nH]ccc(=O)c1O
E_HOMO ... -8.37 eV

Each line ends with the Löwdin charge.
CARTESIAN COORDINATES (ANGSTROEM)
C1 -1.17703 -0.12500 -2.37580  -0.12
C2 0.15442 -0.39632 -1.68533  -0.22
C3 0.13153 -0.01447 -0.27588  -0.19
N1 0.15970 -1.16909 0.56961  0.03
C4 0.05536 -1.28051 1.91576  -0.17
C5 0.09218 -0.13261 2.52344  0.00
C6 0.60584 1.13423 1.82689  -0.32
O1 1.01492 2.22853 2.29438  0.01
C7 0.47274 1.06703 0.43837  -0.21
O2 0.40755 2.40323 -0.08552  -0.05
H1 -1.04449 -0.41436 -3.39693  0.04
H2 -1.65257 0.91439 -2.43482  0.10
H3 -2.00639 -0.87515 -1.99699  0.11
H4 1.12146 0.17832 -2.21938  0.19
H5 0.39738 -1.54264 -1.89826  0.14
H6 0.19948 -2.07225 -0.03187  0.17
H7 -0.10363 -2.30693 2.35323  0.15
H8 0.28838 -0.48967 3.65863  0.15
H9 0.88318 2.89327 0.82047  0.17

Here is how they stack up, most stable first: #C, #A, #B.

#A
DFT (ωB97M-V/def2-TZVPD) results for a gas-phase ion, C6H10 (charge -1).

Net charge ... -1
2S+1 ... 2
Orbital gap (spin up / spin down) ... 4.7 / 6.3 eV
E_HOMO (spin up / spin down) ... -0.29 / -1.99 eV

Each line ends with the Löwdin charge.
CARTESIAN COORDINATES (ANGSTROEM)
C1 0.82503 1.11450 2.03429  -0.16
C2 -0.18176 0.04980 1.53522  -0.35
C3 -0.80684 0.04984 0.14378  -0.25
C4 -0.72920 -1.14697 -0.60092  -0.27
C5 -0.38586 -1.13264 -2.09956  -0.27
C6 0.49185 -0.11317 -2.64044  -0.16
H1 0.73319 1.95274 1.38685  0.03
H2 0.51097 1.40287 3.07609  0.06
H3 1.88869 0.79043 2.13798  0.06
H4 0.29632 -0.92293 1.93814  0.11
H5 -1.07965 0.14847 2.18366  0.06
H6 -1.04679 1.11477 -0.25779  0.09
H7 -1.20236 -2.08765 -0.26897  0.04
H8 -0.81913 -1.98349 -2.69265  0.05
H9 0.60040 0.90081 -2.20278  -0.01
H10 0.90515 -0.13739 -3.67290  -0.03

#B
DFT (ωB97M-V/def2-TZVPD) results for a gas-phase ion, C6H10 (charge -1).

Net charge ... -1
2S+1 ... 2
Orbital gap (spin up / spin down) ... 2.9 / 6.6 eV
E_HOMO (spin up / spin down) ... 1.12 / -2.65 eV

Each line ends with the Löwdin charge.
CARTESIAN COORDINATES (ANGSTROEM)
C1 0.96227 1.87979 0.06633  -0.39
C2 1.36161 1.78327 -1.27418  -0.19
C3 -0.21752 1.11073 0.54436  -0.33
C4 -0.02606 -0.39734 0.44770  -0.16
C5 -1.03402 -1.25905 0.27256  -0.23
C6 -0.90162 -2.74089 0.01991  -0.14
H1 1.31146 2.69319 0.70836  0.02
H2 2.31160 2.16148 -1.61926  -0.04
H3 0.64191 1.34807 -1.97105  -0.04
H4 -1.07813 1.31142 -0.14535  0.07
H5 -0.51286 1.35857 1.56569  0.09
H6 0.86253 -0.79595 0.94874  0.09
H7 -2.04325 -0.85964 0.14338  0.08
H8 -1.73173 -3.29592 0.46422  0.05
H9 0.02797 -3.11888 0.46057  0.06
H10 -0.83208 -2.86996 -1.05638  0.06

Here is how they stack up, most stable first: #B, #A.

#A
DFT (ωB97M-V/def2-TZVPD) results for a single CH3N5 molecule.

2S+1 ... 1
Orbital gap ... 9.8 eV
SMILES ... N=c1[nH]nn[nH]1
E_HOMO ... -8.88 eV

Each line ends with the Löwdin charge.
CARTESIAN COORDINATES (ANGSTROEM)
N1 1.81945 -0.20521 -0.04510  0.08
C1 0.51870 -0.09292 -0.02322  -0.48
N2 -0.36528 0.95262 0.03448  0.06
N3 -1.68480 0.57696 -0.03083  0.01
N4 -1.66936 -0.69488 -0.05945  -0.01
N5 -0.40582 -1.11716 0.02615  0.06
H1 2.16723 0.74235 -0.03585  0.01
H2 -0.17107 1.92074 0.02022  0.13
H3 -0.20905 -2.08250 0.11360  0.14

#B
DFT (ωB97M-V/def2-TZVPD) results for a single CH3N5 molecule.

2S+1 ... 1
Orbital gap ... 11.3 eV
SMILES ... Nn1cnnn1
E_HOMO ... -10.51 eV

Each line ends with the Löwdin charge.
CARTESIAN COORDINATES (ANGSTROEM)
N1 1.48958 -0.05529 -0.01944  0.09
N2 0.13605 -0.13900 0.01445  -0.24
C1 -0.73173 0.90569 -0.01015  -0.17
N3 -1.95391 0.48172 0.00891  0.02
N4 -1.83141 -0.87694 0.01216  -0.05
N5 -0.60517 -1.25762 -0.00913  0.03
H1 1.80478 -0.64689 -0.74850  0.08
H2 1.97936 -0.28920 0.86225  0.12
H3 -0.28755 1.87755 -0.11054  0.12

#C
DFT (ωB97M-V/def2-TZVPD) results for a single CH3N5 molecule.

2S+1 ... 1
Orbital gap ... 10.5 eV
SMILES ... Nn1cnnn1
E_HOMO ... -9.91 eV

Each line ends with the Löwdin charge.
CARTESIAN COORDINATES (ANGSTROEM)
N1 -1.63487 0.98556 0.07355  0.05
N2 -0.59738 0.25204 -0.02157  -0.33
C1 -0.04404 -0.45148 -1.01923  -0.13
N3 1.10455 -0.96112 -0.53115  -0.05
N4 1.35308 -0.45390 0.56212  -0.08
N5 0.41986 0.40919 0.86746  0.04
H1 -1.36945 1.91483 0.50986  0.13
H2 -2.21108 0.26381 0.76398  0.19
H3 -0.67194 -1.09207 -1.81135  0.16

Here is how they stack up, most stable first: #A, #B, #C.

#A
DFT (ωB97M-V/def2-TZVPD) results for a molecular structure, C4H7FS.

2S+1 ... 1
Orbital gap ... 10.0 eV
E_HOMO ... -9.06 eV

Each line ends with the Löwdin charge.
CARTESIAN COORDINATES (ANGSTROEM)
C1 0.70627 -1.82908 -0.13042  -0.09
C2 -0.30916 -0.72898 -0.45926  -0.55
C3 0.11361 1.15491 0.73398  -0.38
C4 0.29567 0.67868 -0.67139  -0.45
H1 0.19520 -2.68444 0.25081  0.06
H2 1.40870 -2.13999 -0.89866  0.08
H3 1.25211 -1.45171 0.76644  0.09
H4 -0.88698 -1.00898 -1.32856  0.09
H5 -0.05040 2.21737 0.98202  0.09
H6 0.88663 0.79949 1.42146  0.08
H7 -0.36168 1.21039 -1.34827  0.14
F1 1.62602 0.72743 -1.12342  -0.02
S1 -1.36976 0.05362 0.83926  0.87

#B
DFT (ωB97M-V/def2-TZVPD) results for a single C4H7FS molecule.

2S+1 ... 1
Orbital gap ... 8.6 eV
SMILES ... CC(=S)[C@@H](C)F
E_HOMO ... -8.76 eV

Each line ends with the Löwdin charge.
CARTESIAN COORDINATES (ANGSTROEM)
C1 1.34034 0.41873 -1.56433  -0.16
C2 0.55720 0.20069 -0.28153  -0.90
S1 1.24290 0.12468 1.06377  0.87
C3 -0.96207 0.03206 -0.43412  -0.55
C4 -1.64489 -1.33290 -0.24305  -0.05
F1 -1.49156 0.56860 0.59582  -0.05
H1 0.69198 -0.05229 -2.43189  0.09
H2 1.65323 1.59473 -1.61735  0.13
H3 2.37124 -0.39957 -1.57713  0.15
H4 -1.51147 0.70054 -1.22554  0.18
H5 -1.51002 -1.88397 -1.26054  0.10
H6 -2.78084 -1.22695 0.23674  0.15
H7 -1.11999 -1.75628 0.63127  0.06

#C
DFT (ωB97M-V/def2-TZVPD) results for a single C4H7FS molecule.

2S+1 ... 1
Orbital gap ... 9.6 eV
SMILES ... C[C@]1(S)C[C@H]1F
E_HOMO ... -8.71 eV

Each line ends with the Löwdin charge.
CARTESIAN COORDINATES (ANGSTROEM)
C1 -0.95742 1.58580 -0.43848  -0.14
C2 -0.20995 0.39189 0.01398  -0.80
S1 -1.33972 -0.97888 0.03915  0.80
C3 0.83838 0.65687 1.08583  -0.06
C4 1.28289 0.27107 -0.26166  -0.37
F1 1.79348 -0.91264 -0.48559  0.06
H1 -1.58876 1.95091 0.43545  0.11
H2 -0.35200 2.40937 -0.69965  0.07
H3 -1.56154 1.45996 -1.30244  0.06
H4 -0.57126 -1.89982 0.69206  -0.11
H5 1.04698 -0.19154 1.75701  0.13
H6 0.91299 1.64173 1.40679  0.09
H7 1.68441 1.07145 -0.94326  0.17

Here is how they stack up, most stable first: #A, #C, #B.